Molecular formula: C42H42AsN10O4Ti
Method: DFT, ωB97M-V/def2-TZVPD

HOMO-LUMO gap (alpha / beta) (eV): 7.36 / 7.64
Expectation value of S²: 0.753
2S+1: 2
Molecular weight (g mol⁻¹): 873.65
Energy (eV): -151267.8011
Charge: +2
F_max (hartree/bohr): 0.0207
LUMO level (alpha / beta) (eV): -6.080 / -6.108
HOMO level (alpha / beta) (Eh): -0.494 / -0.505

The geometry in XYZ format:
```
100
Properties=species:S:1:pos:R:3:forces:R:3
Ti 0.040406 0.403842 -0.249464 -0.9 -0.5 -0.1
C 0.444541 -0.163516 -4.650680 -0.1 -0.1 0.0
C -0.054004 -0.242493 -3.362376 0.1 0.0 0.0
N 0.730133 -0.004485 -2.312679 0.2 0.3 0.2
C 2.009843 0.330419 -2.524046 -0.1 -0.1 -0.2
C 2.476851 0.430883 -3.838429 -0.1 0.0 0.0
N 1.702664 0.185019 -4.881670 0.1 0.0 -0.1
C 2.875599 0.551873 -1.340971 0.3 -0.1 0.0
C 4.176020 0.983736 -1.523501 -0.1 0.0 0.1
C 5.009098 1.162233 -0.424273 -0.1 0.0 0.0
C 4.489389 0.828658 0.817180 -0.1 0.0 0.0
C 3.182574 0.375716 0.936096 0.0 0.0 -0.1
N 2.354087 0.281370 -0.122428 0.0 0.1 -0.2
C 2.703590 -0.007282 2.287790 0.0 0.1 0.1
C 3.596271 -0.489087 3.248120 0.0 0.1 0.0
N 3.221600 -0.732598 4.496029 0.0 0.0 0.0
C 1.955596 -0.485942 4.801147 -0.1 0.0 0.0
C 1.050561 -0.064320 3.834857 0.0 0.0 0.0
N 1.413078 0.146787 2.575031 0.1 0.0 0.0
C 6.381695 1.677407 -0.577526 0.1 0.0 0.0
C 7.169897 1.304895 -1.662305 0.0 0.0 0.0
C 8.457513 1.814226 -1.752868 0.0 0.0 0.0
N 8.975075 2.653009 -0.863212 0.1 0.0 0.0
C 8.217646 3.011689 0.167022 0.0 0.0 0.0
C 6.923393 2.549864 0.361373 0.0 0.0 0.0
H -0.186343 -0.368214 -5.506664 0.0 0.0 0.0
H -1.089187 -0.461448 -3.151967 0.0 0.0 0.0
H 3.494365 0.713164 -4.067612 0.0 0.0 0.0
H 4.544795 1.237268 -2.503723 0.0 0.0 0.0
H 5.098537 0.930135 1.702539 0.0 0.0 0.0
H 4.633032 -0.690122 3.004834 0.0 0.0 0.0
H 1.644849 -0.645223 5.827028 0.0 0.0 0.0
H 0.009563 0.100762 4.096453 0.0 0.0 0.0
H 6.816841 0.605916 -2.410466 0.0 0.0 0.0
H 9.100691 1.529913 -2.578389 0.0 0.0 0.0
H 8.661805 3.703345 0.874132 0.0 0.0 0.0
H 6.349734 2.898222 1.211142 0.0 0.0 0.0
C 0.189980 -2.392499 1.240809 0.0 -0.1 0.0
C -1.024089 -1.768250 1.914560 0.0 0.0 0.0
N -1.274285 -0.387015 1.436231 0.3 0.1 -0.1
C -2.714376 -0.128542 1.224671 0.0 0.0 0.0
C -3.319083 -1.035790 0.145269 0.0 0.0 0.0
N -2.377029 -1.383166 -0.916158 0.1 0.0 0.1
C -1.915027 -2.762987 -0.984459 0.0 0.0 -0.1
C -0.400082 -2.830109 -1.118143 0.0 0.0 0.0
N 0.313128 -1.949122 -0.164021 0.1 0.2 0.0
H 0.125849 -3.482598 1.301809 0.0 0.0 0.0
H 1.097926 -2.096387 1.755776 0.0 0.0 0.0
H -0.891198 -1.784925 2.996470 0.0 0.0 0.0
H -1.911635 -2.360746 1.715461 0.0 0.0 0.0
H -0.942343 0.266380 2.142065 0.0 0.0 0.0
H -2.800987 0.911635 0.935169 0.0 0.1 0.0
H -3.265892 -0.265486 2.159835 0.0 0.0 0.0
H -4.175488 -0.506434 -0.275089 0.0 0.0 0.0
H -3.727517 -1.942254 0.598625 0.0 0.0 0.0
H -2.739528 -1.066006 -1.800472 0.0 0.0 0.0
H -2.342067 -3.302769 -1.834140 0.0 0.0 0.0
H -2.243736 -3.312038 -0.101656 0.0 0.0 0.0
H -0.100551 -2.526848 -2.119618 0.0 0.0 0.0
H -0.068925 -3.864660 -0.986148 0.0 0.0 0.0
H 1.295750 -2.027277 -0.403643 0.1 0.0 0.0
O 0.904485 2.583634 -0.837116 0.2 -0.4 0.0
N 0.933595 2.753556 0.419312 0.5 0.2 0.1
O 1.740691 3.432150 0.991493 -0.4 0.0 -0.3
O 0.058055 2.065489 1.039314 -0.1 -0.1 0.5
O -1.517904 1.243154 -1.162981 0.3 0.0 -0.2
As -2.207130 2.770184 -1.411523 -0.1 0.1 0.0
C -2.094967 3.963794 0.072537 0.0 0.0 0.0
C -2.895963 3.780258 1.197155 0.0 -0.1 0.0
C -2.770979 4.641252 2.273994 0.0 0.0 0.0
C -1.849092 5.680486 2.228445 0.0 0.0 0.0
C -1.057093 5.866749 1.105154 0.0 0.0 0.0
C -1.179956 5.011033 0.020532 0.0 0.0 0.0
C -4.037714 2.358181 -1.774078 0.1 0.1 0.0
C -4.296136 1.315603 -2.661779 0.0 0.0 0.0
C -5.602930 0.988447 -2.979959 0.0 0.0 0.0
C -6.653341 1.704515 -2.414709 0.0 0.0 0.0
C -6.394427 2.752905 -1.544804 0.0 0.0 0.0
C -5.084057 3.086684 -1.225045 0.0 0.1 0.1
C -1.482021 3.636395 -2.952579 -0.1 0.0 0.0
C -0.361720 3.161498 -3.619341 0.1 0.0 0.0
C 0.076050 3.802238 -4.769047 0.0 0.0 0.0
C -0.600818 4.917840 -5.242539 0.0 0.0 0.0
C -1.715966 5.397484 -4.568374 0.0 0.0 0.0
C -2.163498 4.754942 -3.425220 0.0 0.0 0.0
H -3.631363 2.985219 1.234958 0.0 0.0 0.0
H -3.398001 4.509668 3.145949 0.0 0.0 0.0
H -1.755795 6.353810 3.070782 0.0 0.0 0.0
H -0.344257 6.679802 1.070333 0.0 0.0 0.0
H -0.559286 5.155542 -0.855499 0.0 0.0 0.0
H -3.475947 0.775900 -3.121842 0.0 0.0 0.0
H -5.807144 0.186409 -3.677403 0.0 0.0 0.0
H -7.674561 1.448679 -2.664343 0.0 0.0 0.0
H -7.210766 3.317711 -1.114319 0.0 0.0 0.0
H -4.893905 3.914673 -0.550052 0.0 -0.1 -0.1
H 0.182792 2.316237 -3.226814 0.0 0.0 0.0
H 0.948838 3.434000 -5.293476 0.0 0.0 0.0
H -0.257448 5.417725 -6.138781 0.0 0.0 0.0
H -2.241312 6.268726 -4.935815 0.0 0.0 0.0
H -3.043222 5.129976 -2.915091 0.0 0.0 0.0
```
Positions in Å, forces in eV/Å.

Löwdin atomic charge list, values in e, 4 entries:
1. Ti 1.111
2. C -0.069
3. C -0.096
4. N 0.032


Molecular formula: C42H42AsNOPdS4Si
Method: DFT, ωB97M-V/def2-TZVPD

HOMO-LUMO gap (eV): 5.79
2S+1: 1
Molecular weight (g mol⁻¹): 914.50
Energy (eV): -163316.6336
Charge: -2
F_max (hartree/bohr): 0.0087
LUMO level (eV): 4.190
HOMO level (Eh): -0.059

The geometry in XYZ format:
```
93
Properties=species:S:1:pos:R:3:forces:R:3
Pd -0.776625 -0.402505 0.777057 0.4 0.1 0.0
S -0.789455 -2.009868 -0.904640 -0.3 0.0 0.0
S -1.807894 -3.610401 -0.088747 -0.1 0.0 0.0
S -0.792482 -3.765163 1.681750 0.1 -0.1 0.0
S -1.159103 -1.891182 2.483479 0.0 0.0 0.1
C 6.094933 0.234161 5.704877 0.0 0.0 0.0
C 5.054810 0.541195 4.660447 0.0 0.0 0.0
C 4.802990 1.836219 4.248475 0.0 0.0 0.0
C 3.829309 2.141553 3.292050 0.1 0.0 0.0
C 3.674172 3.612224 2.983137 0.0 0.0 -0.1
C 3.078902 1.110532 2.707259 0.0 0.1 0.0
As 1.733114 1.172987 1.209633 0.0 0.0 0.1
N 0.111000 1.038528 2.036477 -0.2 -0.1 0.0
C -0.313818 1.520887 3.234550 0.1 0.0 0.0
C -1.601351 1.178105 3.709666 0.0 0.0 0.0
C -2.089664 1.666624 4.904487 0.0 0.0 0.0
C -1.336648 2.527775 5.701808 0.0 0.0 0.0
C -0.073889 2.887643 5.248690 0.0 0.0 0.0
C 0.426383 2.405168 4.050295 0.0 0.0 0.1
C 1.993566 2.989722 0.447428 0.0 0.0 0.0
C 1.051142 4.024813 0.423260 0.1 0.1 0.0
C -0.227634 3.985352 1.208931 0.0 0.0 -0.1
C 1.310779 5.166647 -0.337514 0.0 0.0 0.0
C 2.465279 5.314637 -1.085279 0.0 0.0 0.0
C 2.714349 6.553198 -1.904884 0.0 0.0 0.0
C 3.380704 4.269379 -1.076624 0.0 0.0 0.0
C 3.156788 3.113776 -0.338330 0.0 0.0 0.0
C 4.177063 2.005601 -0.431204 0.0 0.0 0.0
C 3.329162 -0.215050 3.127460 0.0 0.0 0.0
C 2.563655 -1.388096 2.571500 0.0 0.0 0.0
C 4.298856 -0.472329 4.088418 0.0 0.0 0.0
H 6.601547 1.143303 6.032407 0.0 0.0 0.0
H 6.851471 -0.454465 5.320819 0.0 0.0 0.0
H 5.644559 -0.234975 6.582831 0.0 0.0 0.0
H 5.363109 2.653391 4.695918 0.0 0.0 0.0
H 3.949743 4.199335 3.861840 0.0 0.0 0.0
H 2.666201 3.886493 2.688559 0.0 0.0 0.0
H 4.329010 3.913276 2.161010 0.0 0.0 0.0
H -2.207835 0.517196 3.102879 0.0 0.0 0.0
H -3.083547 1.367680 5.221881 0.0 0.0 0.0
H -1.724703 2.906121 6.639899 0.0 0.0 0.0
H 0.541722 3.561920 5.836565 0.0 0.0 0.0
H 1.410038 2.713038 3.730643 -0.1 0.0 0.0
H -0.745217 3.039045 1.058197 0.0 0.0 0.0
H -0.871513 4.807696 0.898019 -0.1 0.1 0.0
H -0.036962 4.088605 2.279860 0.0 0.0 0.0
H 0.565668 5.957209 -0.350186 0.0 0.0 0.0
H 1.881929 7.252141 -1.816357 0.0 0.0 0.0
H 2.834980 6.309253 -2.963104 0.0 0.0 0.0
H 3.623603 7.067426 -1.581981 0.0 0.0 0.0
H 4.285487 4.343940 -1.674884 0.0 0.0 0.0
H 4.980751 2.286899 -1.113543 0.0 0.0 0.0
H 3.718614 1.083189 -0.797768 0.0 0.0 0.0
H 4.619352 1.771007 0.539631 0.0 0.0 0.0
H 2.691855 -1.480661 1.491109 0.0 0.0 0.0
H 1.488818 -1.296042 2.743962 0.0 0.0 0.0
H 2.896798 -2.315550 3.039554 0.0 0.0 0.0
H 4.463198 -1.500801 4.397777 0.0 0.0 0.0
O -0.738099 1.092224 -0.644357 -0.3 0.2 -0.3
Si -1.321460 1.180226 -2.121640 0.3 0.0 0.1
C -0.171935 0.356651 -3.376184 0.0 -0.1 -0.1
C 1.173417 0.741910 -3.385167 0.0 0.0 0.1
C 2.081976 0.175064 -4.265948 0.0 0.0 -0.1
C 1.660313 -0.798149 -5.164857 0.0 0.0 0.0
C 0.333518 -1.202006 -5.165920 0.0 0.0 0.0
C -0.569296 -0.630339 -4.275895 0.0 0.0 -0.1
C -1.374319 2.999541 -2.697795 0.0 0.0 0.1
C -0.942630 3.432289 -3.952894 0.1 0.0 0.0
C -1.038544 4.764211 -4.339767 0.0 0.0 0.0
C -1.577790 5.701653 -3.470865 0.0 0.0 0.0
C -2.021764 5.294620 -2.219254 0.0 0.0 0.0
C -1.920815 3.962263 -1.845247 0.0 0.0 0.0
C -3.100898 0.615126 -2.475637 -0.1 -0.1 0.1
C -3.741816 1.074532 -3.630766 0.0 0.0 0.0
C -5.033480 0.682109 -3.957504 0.0 0.0 0.0
C -5.727203 -0.177792 -3.117322 0.0 0.0 0.0
C -5.120840 -0.631076 -1.954019 0.0 0.0 0.0
C -3.825059 -0.239595 -1.639684 0.0 0.1 0.0
H 1.516402 1.492353 -2.677215 0.0 0.0 0.0
H 3.120785 0.485537 -4.246591 0.0 0.0 0.0
H 2.367859 -1.249557 -5.851709 0.0 0.0 0.0
H 0.003185 -1.975337 -5.850633 0.0 0.0 0.0
H -1.599318 -0.970317 -4.268089 0.0 0.0 0.0
H -0.506208 2.714007 -4.639755 0.0 0.0 0.0
H -0.685907 5.071552 -5.318337 0.0 0.0 0.0
H -1.649664 6.742931 -3.765102 0.0 0.0 0.0
H -2.443187 6.019786 -1.531367 0.0 0.0 0.0
H -2.268574 3.654605 -0.866204 0.0 0.0 0.1
H -3.220773 1.758510 -4.293114 0.0 0.0 0.0
H -5.499859 1.052273 -4.864198 0.0 0.0 0.0
H -6.736922 -0.487031 -3.365049 0.0 0.0 0.0
H -5.650200 -1.299781 -1.285392 0.0 0.0 0.0
H -3.367868 -0.607379 -0.729880 0.1 0.0 0.0
```
Positions in Å, forces in eV/Å.

Löwdin atomic charge list, values in e, 4 entries:
1. Pd 0.343
2. S -0.016
3. S -0.190
4. S -0.190